Density functional theory data (wB97M-V/def2-TZVPD) for H30NeO15 as an isolated structure in a non-equilibrium geometry.

```
46
Properties=species:S:1:pos:R:3:forces:R:3
Ne -3.975810 16.104450 8.617960 0.01 -0.01 0.02
O -4.692980 19.522840 8.664530 0.17 0.18 0.41
H -5.624510 19.502320 8.883760 -0.29 0.03 0.05
H -4.569250 18.780560 8.072980 0.16 -0.11 -0.53
O -0.876310 13.993290 10.488510 0.85 0.86 0.37
H -0.143010 13.404820 10.309050 0.15 -0.07 -0.07
H -1.649310 13.508730 10.198860 -0.91 -0.45 -0.10
O -7.823980 17.625750 9.272100 0.19 0.28 -0.23
H -7.331370 17.029720 9.836300 0.15 -0.44 0.39
H -8.723340 17.299790 9.305830 -0.26 -0.03 0.05
O -0.075730 15.627770 7.669160 -0.05 -0.35 -0.04
H 0.792080 15.863390 7.997220 0.23 0.07 -0.02
H -0.595840 16.424670 7.772400 -0.21 0.46 -0.08
O -6.849530 15.065940 10.926170 -0.74 0.05 -0.70
H -7.424080 14.906820 11.675040 -0.11 -0.04 0.23
H -6.104570 15.542650 11.292250 0.87 -0.09 0.55
O -2.841330 17.781940 12.295280 -0.39 0.39 0.47
H -2.638200 18.682320 12.548850 -0.24 0.21 0.09
H -2.088090 17.503580 11.774350 0.57 -0.43 -0.51
O -2.500970 12.938840 7.047540 0.21 -0.43 0.04
H -2.903680 13.792950 6.890840 -0.02 0.57 -0.13
H -3.070610 12.317970 6.593370 -0.10 -0.20 -0.22
O -0.719630 18.675630 8.371590 0.29 -0.01 -0.49
H -0.641690 18.163240 9.176330 -0.16 -0.26 0.55
H -1.315260 19.389750 8.598520 -0.31 0.17 -0.04
O -2.881300 12.311460 9.713840 0.28 -0.31 0.66
H -3.836970 12.348320 9.674310 -0.56 0.22 0.09
H -2.602910 12.314700 8.798020 0.08 0.18 -0.68
O -3.620710 15.390990 5.526700 -0.09 -0.06 0.34
H -3.047170 15.838820 4.904820 0.38 -0.02 -0.20
H -4.346360 15.066710 4.993310 -0.31 -0.10 -0.17
O -5.948990 12.896260 9.223250 0.31 -0.54 -0.29
H -6.495540 13.483750 9.745130 -0.06 0.53 0.53
H -6.151300 13.123280 8.315640 -0.01 0.01 -0.21
O -4.017880 18.250940 5.981460 -0.16 0.34 0.12
H -4.154960 17.304010 5.953780 -0.13 -0.47 0.05
H -3.209780 18.390980 5.487910 0.25 0.20 0.02
O -7.450910 17.307400 6.472600 0.24 -0.13 -0.69
H -7.278570 17.143120 7.399710 -0.08 0.21 0.57
H -8.298370 16.893530 6.309020 -0.19 -0.05 -0.07
O -0.801450 16.926150 10.770340 0.29 0.85 -0.21
H 0.076820 17.142190 11.083710 0.27 0.02 0.27
H -0.704390 16.068500 10.356520 -0.26 -1.22 -0.16
O -4.506260 15.689110 12.454270 -0.75 -0.58 -0.20
H -4.081210 15.412450 13.266070 0.04 -0.09 0.10
H -4.025970 16.472720 12.186870 0.41 0.66 0.07
```
Forces are in eV/Å.

Summary:
**Molecular weight**: 290.40 g/mol
**LUMO level**: 0.0 eV
**Gap between HOMO and LUMO**: 0.391 Eh
**Electronic energy**: -1275.55722 hartree